Computed, not measured: C10H31FeO6 as an isolated structure in a non-equilibrium geometry, with ωB97M-V with the def2-TZVPD basis set.

Geometry as XYZ:
```
48
Properties=species:S:1:pos:R:3:nbo_charge:R:1
H 2.2144 1.0751 3.4558 0.191
C -2.2903 2.6838 -1.8228 -0.653
C 0.3717 2.2542 3.7101 -0.658
H 0.4854 3.0031 2.9263 0.237
C -0.7974 2.5650 -1.5477 -0.061
Fe -0.1686 -1.5847 1.7613 1.707
H 1.0455 0.2431 4.3825 0.188
H 0.4683 -3.7318 -3.3176 0.186
C 3.9251 -0.6636 0.0599 -0.064
H -1.8631 -2.7230 -3.1359 0.217
H 3.5093 0.4789 1.7324 0.152
H -3.1619 0.4667 -0.3373 0.207
C 0.2115 -2.7769 -2.8589 -0.083
H -4.3453 -1.8720 -0.1547 0.235
C 4.4171 0.0661 1.2925 -0.620
H 4.8962 1.0095 1.0306 0.225
H 4.7468 -1.0637 -0.5342 0.191
H 1.1086 -2.1760 -3.0080 0.162
H 3.4604 -1.5594 0.4718 0.143
H -3.1153 2.9149 -1.1489 0.227
C 1.1382 0.9200 3.5332 -0.079
C -1.0099 -2.1738 -3.5341 -0.632
O 2.9246 -0.0125 -0.6798 -0.731
H -3.5142 -2.0789 1.3387 0.191
H -4.5113 -0.7326 1.2915 0.224
H -2.3715 3.2894 -2.7255 0.226
H -0.2765 0.7811 -0.8395 0.481
O -1.8612 -0.2308 1.1266 -0.806
H 0.0586 -2.1821 -1.0785 0.473
O 0.6742 -1.0583 0.0025 -1.254
H -1.5368 0.6676 1.0302 0.537
H -0.3953 3.5233 -1.2189 0.180
H -1.0503 -2.1358 -4.6227 0.221
H -2.2439 -0.9875 -0.7382 0.180
H 1.4806 0.5399 1.6692 0.529
O -0.2045 -2.9901 -1.5252 -0.754
H 4.8916 -0.5203 2.0793 0.229
H 2.0752 -0.3229 -0.3577 0.449
H 0.6696 2.8119 4.5980 0.245
H 1.0262 -0.7336 -0.8491 0.491
H -0.2538 2.3104 -2.4575 0.185
C -2.7350 -0.4488 0.0722 -0.086
O -0.6215 1.6168 -0.5166 -0.770
H -2.5629 1.7145 -2.2401 0.196
H -0.6611 2.0193 3.9675 0.217
O 0.8121 0.2641 2.3005 -0.821
H -1.2043 -1.1466 -3.2255 0.180
C -3.8554 -1.3128 0.6424 -0.630
```

## Properties
ΔE to the lowest compared entry with this formula, charge and spin: 86.8 kcal/mol
Multiplicity: 5
Net charge: +1
Electronic energy: -57534.564 eV
Expectation value of S²: 6.0063